(1)
Computed, not measured: a structure of composition C32H55BBrF8N2O18SSi in a non-equilibrium geometry, with ωB97M-V/def2-TZVPD.

Computed properties:
- total charge = +1
- gap between HOMO and LUMO (eV) = 5.54
- LUMO energy (eV) = -5.7

CARTESIAN COORDINATES (ANGSTROEM)
C1 -1.39767 -2.22432 -4.38433
C2 0.08959 -2.23948 -4.39661
C3 1.09956 -2.21214 -3.13202
N1 0.66404 -1.56808 -1.85704
C4 0.17212 -0.29007 -1.55783
C5 -0.37728 0.79035 -2.70537
C6 0.48014 2.22545 -2.68333
N2 -0.16507 3.29692 -3.31243
C7 0.35546 -0.02108 0.08693
Br1 -1.17185 -0.61799 1.29729
C8 0.57368 1.49642 0.63668
F1 1.27032 1.48848 1.98380
C9 -0.73607 2.41721 0.90607
C10 -1.90063 2.46244 -0.22179
C11 1.48049 -1.20417 0.48921
C12 3.03295 -0.98946 0.05021
C13 3.85622 0.27883 0.64886
O1 4.38625 0.12888 2.01044
Si1 5.64408 1.27630 2.40514
C14 7.11269 1.37431 1.16321
C15 4.96628 3.06180 2.86719
C16 6.43800 0.62479 4.08272
O2 1.07498 -1.46424 1.86415
B1 2.02285 -2.20884 2.67922
O3 2.09169 -1.81904 4.13424
O4 2.92582 -3.30503 2.28909
C17 1.05676 -2.40128 -0.62062
S1 0.20191 -3.93787 -0.09522
O5 -0.61008 -3.87780 1.25779
O6 1.37325 -4.94260 0.27769
C18 -0.88516 -4.87607 -1.25575
F2 -0.63991 -6.34440 -0.94854
F3 -0.60420 -4.78588 -2.69940
C19 -2.50307 -4.74054 -1.05538
F4 -3.12122 -5.20591 -2.35411
F5 -3.02614 -5.71868 -0.02923
C20 -3.10082 -3.25844 -0.77215
F6 -3.40155 -2.99635 0.68610
F7 -2.37084 -2.12896 -1.38488
F8 -4.46821 -3.23579 -1.42115
H1 -2.01228 -1.23542 -4.54110
H2 -1.94791 -3.27635 -4.27025
H3 0.59011 -2.32149 -5.47834
H4 1.48311 -3.33370 -2.98342
H5 2.08334 -1.62170 -3.48586
H6 -0.26069 0.41225 -3.80287
H7 -1.54436 1.01734 -2.57305
H8 1.55332 2.32533 -2.22132
H9 0.44080 4.15262 -3.25279
H10 1.31750 2.13720 -0.04349
H11 -0.33034 3.53846 1.00167
H12 -1.27686 2.22957 1.95461
H13 -2.26178 1.38471 -0.54962
H14 -1.61986 3.16616 -1.11315
H15 -2.85896 2.96072 0.28810
H16 3.72417 -1.94765 0.22289
H17 3.06080 -0.84277 -1.13621
H18 3.33168 1.33987 0.49143
H19 4.82720 0.36324 -0.04705
H20 7.99029 1.98832 1.64270
H21 7.51179 0.28044 0.99657
H22 6.77835 1.90615 0.15837
H23 5.76877 3.52579 3.61293
H24 4.91712 3.77436 1.94091
H25 3.95958 2.96340 3.46709
H26 7.59933 0.51324 3.97197
H27 6.01163 -0.47438 4.27068
H28 6.09251 1.27376 4.99398
H29 2.67723 -0.99831 4.12389
H30 2.93407 -3.93772 3.07896
H31 2.12811 -2.80576 -0.98051
C21 2.18014 7.12261 3.42622
O7 3.07189 6.90480 2.33467
C22 3.15788 7.94529 1.46783
O8 2.55364 9.00279 1.55444
O9 4.03267 7.60519 0.48777
C23 4.22417 8.61280 -0.50332
H32 2.19007 6.22771 4.05452
H33 2.51159 7.97227 4.03197
H34 1.15850 7.27831 3.06487
H35 4.63745 9.52198 -0.05469
H36 3.28435 8.82802 -1.02179
H37 4.94214 8.23403 -1.23605
C24 -4.91438 0.05717 -2.81608
O10 -5.65165 0.94229 -3.65699
C25 -5.60722 2.24322 -3.27352
O11 -5.00875 2.68558 -2.30551
O12 -6.34421 2.96670 -4.15378
C26 -6.38792 4.36435 -3.87291
H38 -5.01963 -0.95509 -3.21603
H39 -3.85133 0.31912 -2.81750
H40 -5.31580 0.06844 -1.79759
H41 -5.38380 4.79851 -3.91671
H42 -6.84827 4.54783 -2.89680
H43 -7.00353 4.84393 -4.63898
C27 -10.66741 2.63781 0.97313
O13 -9.45468 1.99167 1.35512
C28 -8.33084 2.59470 0.89169
O14 -8.28931 3.60275 0.20395
O15 -7.26112 1.88160 1.32603
C29 -6.00037 2.40364 0.91106
H44 -11.50059 2.07128 1.39804
H45 -10.70455 3.65653 1.37254
H46 -10.77510 2.64362 -0.11634
H47 -5.85087 3.41295 1.30809
H48 -5.92142 2.40004 -0.18079
H49 -5.21705 1.75600 1.31456
C30 1.46412 -7.80444 0.62580
O16 2.52117 -8.20555 1.49522
C31 2.89736 -9.50187 1.35561
O17 2.41625 -10.30823 0.57510
O18 3.90165 -9.74554 2.23509
C32 4.40112 -11.08102 2.19999
H50 1.24526 -6.75143 0.82326
H51 1.76741 -7.90253 -0.42162
H52 0.55890 -8.38734 0.82425
H53 4.82194 -11.31006 1.21553
H54 3.61343 -11.79487 2.46140
H55 5.19959 -11.16286 2.94266

Atom charges from the Mulliken analysis, given in e for atoms 1 to 2:
1 C -0.58
2 C -0.51

---

(2)
Computed, not measured: a structure of composition C32H55BGeN8OOsS in a non-equilibrium geometry, with ωB97M-V/def2-TZVPD.

Computed properties:
- total charge = +2
- gap between HOMO and LUMO (spin up / spin down) (eV) = 6.72 / 5.02
- LUMO energy (spin up / spin down) (eV) = -6.4 / -8.9
- expectation value of S² = 6.04
- multiplicity = 5
- ΔE to the lowest compared entry with this formula, charge and spin (kJ/mol) = 0.0

CARTESIAN COORDINATES (ANGSTROEM)
Os1 -0.31026 1.39812 0.02223
C1 2.64991 4.06056 1.29187
C2 2.29825 4.29482 -0.18562
C3 2.96821 5.60143 -0.62336
C4 0.81297 4.36806 -0.48479
C5 0.17539 5.54019 -0.90262
C6 -1.15759 5.24145 -1.04819
N1 -1.34022 3.95306 -0.76473
N2 -0.13642 3.39970 -0.42481
B1 -2.65996 3.16094 -0.80523
N3 -2.52922 2.06047 -1.85572
C7 -3.30836 1.91910 -2.92615
C8 -2.87793 0.82009 -3.63425
C9 -1.79716 0.30880 -2.92192
N4 -1.58099 1.08779 -1.82011
C10 -0.98407 -0.88742 -3.35260
C11 -1.01244 -2.02789 -2.34270
C12 -1.43758 -1.39992 -4.71890
N5 -2.94111 2.60329 0.61160
C13 -4.00747 2.81520 1.39160
C14 -3.80143 2.18171 2.60118
C15 -2.53928 1.58595 2.50507
N6 -2.05142 1.83311 1.27753
C16 -1.76830 0.88351 3.59011
C17 -1.38262 -0.56155 3.27268
C18 -2.54603 0.92516 4.90517
H1 3.73439 4.07585 1.40021
H2 2.29038 3.10608 1.64569
H3 2.23576 4.86768 1.89876
H4 2.72293 3.48948 -0.79307
H5 2.59967 6.44394 -0.03764
H6 2.81446 5.81851 -1.68078
H7 4.04083 5.52326 -0.45467
H8 0.63530 6.49730 -1.05747
H9 -1.98780 5.86317 -1.33911
H10 -3.56430 3.86988 -1.12427
H11 -4.11041 2.61097 -3.12209
H12 -3.28579 0.44585 -4.55497
H13 0.04611 -0.53656 -3.45771
H14 -2.03473 -2.41590 -2.26302
H15 -0.67770 -1.66666 -1.37691
H16 -0.35824 -2.84224 -2.65530
H17 -2.46487 -1.76799 -4.68413
H18 -0.79529 -2.22287 -5.03002
H19 -1.37670 -0.62755 -5.48473
H20 -4.82969 3.42057 1.04771
H21 -4.45491 2.19276 3.45458
H22 -0.83918 1.44782 3.72500
H23 -2.27901 -1.17875 3.14108
H24 -0.81191 -0.97848 4.10285
H25 -0.75749 -0.64549 2.38283
H26 -3.48096 0.36624 4.82538
H27 -2.77967 1.94496 5.20834
H28 -1.95151 0.47441 5.69845
C19 6.36253 0.38918 -0.70773
C20 5.52170 0.28894 -1.97572
C21 4.15271 -0.35484 -1.74572
C22 3.24812 0.47907 -0.83056
Ge1 1.53229 -0.41875 -0.60070
C23 1.34272 -1.71888 0.85322
C24 2.48253 -2.75217 0.86335
C25 3.79773 -2.21989 1.42473
C26 4.89447 -3.27726 1.41382
H29 7.34340 0.81035 -0.92494
H30 6.51846 -0.59755 -0.26501
H31 5.89829 1.02889 0.04487
H32 6.06087 -0.31294 -2.71010
H33 5.38417 1.28087 -2.41521
H34 4.29884 -1.36191 -1.33932
H35 3.65355 -0.47987 -2.71137
H36 3.06489 1.45180 -1.29374
H37 3.68878 0.66297 0.14850
H38 1.22741 -1.03200 -1.97096
H39 0.38721 -2.22200 0.68952
H40 1.28227 -1.20827 1.81575
H41 2.63548 -3.16213 -0.14105
H42 2.16457 -3.58622 1.49783
H43 3.62528 -1.87839 2.44950
H44 4.13387 -1.35103 0.85720
H45 4.60853 -4.14897 2.00492
H46 5.82266 -2.88664 1.82934
H47 5.10317 -3.61601 0.39675
O1 1.02522 1.73634 1.15082
C27 -5.84707 -4.38607 0.46338
C28 -4.38799 -4.10392 0.51473
C29 -3.39694 -5.05154 0.68115
C30 -2.06169 -4.65747 0.71442
N7 -1.71998 -3.35536 0.58529
C31 -2.66307 -2.47318 0.42473
S1 -2.34766 -0.74566 0.24933
N8 -3.97963 -2.82458 0.38935
C32 -0.94426 -5.61761 0.89203
H48 -6.03497 -5.44984 0.57598
H49 -6.26397 -4.05732 -0.49045
H50 -6.36470 -3.85407 1.26386
H51 -3.66619 -6.09264 0.78569
H52 -4.66094 -2.08295 0.26191
H53 -1.29622 -6.64108 0.98910
H54 -0.37276 -5.34512 1.78096
H55 -0.26821 -5.54620 0.03826

Atom charges from the Mulliken analysis, given in e for atoms 1 to 2:
1 Os 2.42
2 C -1.30